Below is C9H12ClN2 as an isolated structure at a distorted geometry, with properties calculated with ωB97M-V/def2-TZVPD.

M = 183.66 Da
Energy relative to the best compared isomer or geometry (same formula, charge and spin) = 2.273 eV
Total charge = +1
LUMO = -4.13 eV
F_max = 0.08718 hartree/bohr

XYZ file:
```
24
Properties=species:S:1:pos:R:3:forces:R:3:mulliken_charge:R:1
C 2.324968 2.347139 -0.814983 0.786 0.380 -2.144 -0.22
C 2.760163 2.177146 0.479660 1.930 1.133 -0.729 -0.63
C 1.291254 1.651283 -1.439298 1.196 -1.345 4.106 -1.05
C 2.172874 1.162743 1.192835 0.180 0.457 4.159 -0.30
C 0.741293 0.633110 -0.693421 -0.260 -0.127 1.028 1.16
C 1.172798 0.414150 0.640602 0.505 0.289 -1.712 0.03
C -0.429694 -0.201186 -1.017810 -1.194 1.731 2.380 -0.49
C -1.500572 -1.801890 0.687467 -2.504 -2.940 1.215 -0.98
C -1.587159 0.552561 1.428081 0.488 -0.430 3.470 -0.81
N 0.471954 -0.601163 1.311521 0.757 -0.434 2.088 -0.42
N -0.821118 -0.562569 0.766488 0.397 1.227 -4.255 0.39
Cl 1.319849 -2.190300 1.440394 -0.811 1.274 -0.622 -0.02
H 2.904303 2.892860 -1.559261 -0.002 0.705 0.705 0.32
H 3.685597 2.798188 0.799920 -1.970 -1.283 -0.147 0.32
H 1.132361 1.723313 -2.427075 -0.831 0.650 -3.330 0.52
H 2.370932 1.117215 2.344253 -0.162 -0.438 -2.351 0.30
H -1.289049 0.410589 -1.378265 0.464 -0.897 0.251 0.32
H -0.256029 -1.139056 -1.497690 -0.149 -0.698 -0.128 0.35
H -2.456244 -1.724374 0.064436 1.235 0.341 1.107 0.36
H -0.883578 -2.550776 0.122494 -0.502 0.624 1.077 0.45
H -1.782498 -2.121325 1.795351 0.611 0.205 -2.442 0.37
H -1.020131 0.920972 2.388183 -0.914 -1.039 -1.958 0.28
H -1.818853 1.416880 0.890359 0.358 1.085 -1.723 0.36
H -2.572281 0.201266 1.756506 0.395 -0.470 -0.044 0.40
```
Positions in Å, forces in eV/Å.